# C41H91N5O3

A structure of composition C41H91N5O3 at a distorted geometry (ωB97M-V with the def2-TZVPD basis set, the OMol25 dataset).

Computed properties:
Energy in eV: -57532.3319
Largest force on an atom in Eh/bohr: 0.1098
HOMO-LUMO gap (spin up / spin down) in eV: 10.70 / 4.44
Energy relative to the best compared isomer or geometry (same formula, charge and spin) in kcal per mole: 3.17

```
! wB97M-V def2-TZVPD RIJCOSX def2/J DEFGRID3
* xyz 5 2
O 0.337 -0.557 2.562
O 0.632 -0.369 0.518
O -1.319 0.478 1.412
N 5.044 -1.533 -4.601
N -3.106 0.642 -2.856
N -2.863 -0.213 5.428
N -0.180 5.657 1.033
N 1.752 -4.735 -0.149
C 3.814 -5.085 -1.235
C 4.398 -1.582 -6.037
C 0.716 -4.145 -1.210
C -0.797 -4.311 2.936
C -0.411 3.505 2.197
C -0.210 -0.126 1.420
C -4.770 -0.868 3.693
C -4.945 -1.555 2.325
C 3.120 -4.107 -0.407
C -1.451 2.366 -2.152
C 3.906 -1.330 -3.490
C -3.656 -0.512 6.704
C -1.998 1.561 -3.358
C 3.338 0.112 -3.441
C 0.187 9.548 1.579
C -0.254 -4.708 1.539
C -2.064 1.954 5.863
C -0.530 5.049 2.402
C -3.037 1.206 4.950
C -2.716 -2.414 -0.376
C 1.244 -4.245 1.223
C -1.446 5.671 0.098
C 6.106 -3.238 -5.950
C 5.711 -2.940 -4.494
C 0.432 7.086 1.078
C 0.788 3.353 1.291
C -0.864 1.015 5.933
C -1.368 -0.368 5.742
C -4.162 0.369 -3.935
C 2.950 -6.356 -1.373
C -3.325 -1.089 4.207
C 5.499 -2.204 -6.901
C -3.447 -1.584 -1.464
C -2.698 2.456 -1.258
C 1.898 -6.308 -0.314
C -3.754 1.493 -1.768
C 0.880 4.637 0.477
C 6.191 -0.447 -4.627
C 2.065 0.317 -2.522
C -2.509 -0.657 -2.175
C -0.414 8.143 1.698
H 0.993 -6.869 -0.546
H -2.742 1.176 3.901
H -1.255 3.171 1.592
H 3.053 -3.091 -0.797
H -5.055 0.177 3.571
H -4.239 0.962 -0.949
H 4.373 -1.568 -2.534
H 6.581 -0.309 -3.619
H 0.946 -0.741 1.842
H 3.531 -2.222 -5.868
H 0.752 9.695 0.658
H 5.041 -2.635 -7.791
H -1.687 2.835 5.344
H -3.209 -2.099 4.599
H -1.620 -0.439 -1.582
H -0.905 -4.217 0.815
H -4.337 -1.213 -0.956
H -4.600 1.978 -2.256
H 3.518 -4.135 0.607
H 1.361 7.020 1.644
H 4.006 -4.679 -2.228
H 4.923 -3.524 -4.019
H -2.610 2.133 -4.057
H 0.646 4.581 -0.587
H 6.585 -2.816 -3.854
H -0.224 -4.696 -1.226
H 7.035 -0.696 -5.270
H -0.477 2.939 3.126
H -1.781 4.641 -0.023
H -3.224 0.022 7.550
H -2.429 2.156 -0.245
H -5.395 -1.226 4.511
H -4.684 -2.591 2.543
H -0.577 8.046 2.771
H -0.308 -5.780 1.354
H 0.451 -3.141 -0.879
H -0.451 -3.305 3.176
H 1.941 1.393 -2.395
H -1.384 0.859 -3.921
H 1.240 -3.155 1.208
H -0.402 1.086 6.917
H 4.118 0.841 -3.222
H -2.502 2.222 6.824
H -4.013 1.662 5.120
H -3.635 -0.182 -4.713
H 5.586 -4.132 -6.294
H -1.217 -0.949 6.652
H -4.703 -0.222 6.615
H -3.496 -1.571 6.905
H 1.912 -4.623 1.996
H -0.055 1.219 5.232
H 2.387 -6.296 -2.304
H 1.174 -0.131 -2.961
H 3.504 -7.280 -1.537
H -1.191 3.374 -2.475
H 0.838 7.374 0.108
H 4.684 -5.503 -0.730
H -4.960 -0.335 -3.699
H -4.578 1.338 -4.210
H 2.262 -6.639 0.659
H -2.961 3.491 -1.039
H 7.178 -3.411 -6.045
H -5.952 -1.615 1.914
H -0.594 1.858 -1.710
H 5.730 0.413 -5.114
H -2.620 -0.948 3.387
H 1.912 4.984 0.527
H 1.740 3.308 1.821
H -0.663 10.231 1.566
H 1.096 -4.264 -2.225
H 0.768 9.762 2.476
H 4.077 -0.577 -6.310
H -1.879 -3.017 -0.731
H -2.155 -1.207 -3.047
H -2.207 6.246 0.627
H 3.148 -2.082 -3.706
H -1.878 -4.284 3.071
H -1.267 6.048 -0.908
H -2.434 -1.807 0.484
H -0.812 -0.863 4.946
H -1.516 5.354 2.751
H -3.895 -2.290 -2.163
H 6.272 -1.497 -7.205
H 2.203 -0.101 -1.524
H 0.532 2.507 0.653
H 3.139 0.478 -4.448
H -4.246 -1.152 1.592
H -0.299 -4.930 3.681
H -3.443 -3.117 0.031
H 0.230 5.428 3.086
H -1.412 8.127 1.260
*
```

Here are the Löwdin charges for atoms 1 to 2, given in e: 0.194, 0.128

# C41H92IN5O9

A cluster of 6 separate species, C41H92IN5O9 in total at a distorted geometry (ωB97M-V with the def2-TZVPD basis set, the OMol25 dataset).

Computed properties:
Energy in eV: -77981.1532
Largest force on an atom in Eh/bohr: 0.0413
HOMO-LUMO gap in eV: 9.53
SMILES string: C#C[C@@](CCCCCCCCC)(OC(=O)COCCOCC)[C@H](I)CC.COC[C@@H](C)N.COC[C@@H](C)N.COC[C@@H](C)N.COC[C@@H](C)N.COC[C@@H](C)N

```
! wB97M-V def2-TZVPD RIJCOSX def2/J DEFGRID3
* xyz 0 1
I -6.236 -6.049 -0.470
O -2.429 -5.041 -0.934
O -8.675 0.047 -3.541
O 7.691 5.238 -2.931
O -0.392 -10.544 -1.817
O -1.947 -8.532 -1.735
O -1.529 -6.763 0.214
O 1.589 -2.473 6.118
O 2.015 9.338 -0.465
O -0.777 6.022 1.592
N 4.329 7.808 -1.172
N 3.518 -3.401 4.207
N -6.436 -1.214 -2.245
N -1.086 8.031 -0.447
N 5.660 3.653 -1.661
C -2.570 -2.452 1.155
C -0.408 -2.173 2.390
C -3.850 -5.227 2.230
C 0.687 -3.451 6.600
C 6.324 5.342 -0.045
C 6.795 4.160 -0.884
C -3.537 -4.422 -0.284
C -8.808 -0.449 -2.223
C -2.214 -6.384 -0.682
C -4.661 -4.611 -2.642
C -3.155 -2.907 -0.176
C 7.593 6.637 -2.720
C 2.086 0.728 1.760
C -1.103 6.610 -0.803
C -2.542 6.185 -1.082
C -4.881 -4.459 -1.146
C -1.970 5.395 2.023
C 2.664 9.574 -1.701
C 0.903 -10.312 -1.303
C -0.596 -10.000 -3.101
C 1.663 -0.706 2.067
C 3.555 0.998 2.105
C 2.939 -2.653 6.505
C 1.111 -8.917 -0.767
C -9.318 -0.722 -4.541
C -7.810 -1.556 -1.854
C 8.003 4.484 -1.775
C -8.158 -2.919 -2.440
C 2.218 10.339 0.518
C 4.140 9.150 -1.731
C -3.668 -3.600 -3.243
C 4.438 1.270 0.869
C -3.792 -4.938 1.056
C -0.401 5.744 0.256
C 3.726 -3.646 5.636
C -1.220 -3.102 1.503
C 3.409 -5.108 5.937
C 0.228 -0.994 1.632
C -1.402 -8.670 -3.014
C -2.810 -7.408 -1.659
C 5.073 10.121 -1.014
H -3.943 -5.755 3.134
H 3.884 7.794 -0.257
H 2.514 -3.373 4.049
H -4.430 -5.622 -2.942
H 3.823 -2.455 3.990
H 1.362 10.318 1.192
H 1.656 -10.591 -2.042
H 7.166 5.849 0.432
H 7.111 3.372 -0.192
H -3.695 -2.644 -2.746
H -3.223 6.491 -0.288
H -6.162 -0.356 -1.773
H 2.537 10.619 -2.010
H -2.835 -6.935 -2.638
H 2.126 8.964 -2.432
H -8.616 0.408 -1.571
H 4.786 -3.493 5.856
H 2.303 -1.335 1.449
H -2.175 -8.669 -3.784
H 5.488 4.315 -2.414
H 5.003 10.035 0.070
H -7.931 -2.985 -3.505
H 3.655 1.771 2.855
H -0.383 -0.109 1.771
H -0.300 -2.991 6.656
H -2.092 4.404 1.575
H 8.413 3.540 -2.145
H 1.887 0.912 0.706
H 8.307 6.982 -1.966
H 2.149 -8.728 -0.511
H 3.110 10.129 1.112
H -0.519 4.674 0.039
H 0.670 5.959 0.207
H -3.988 -2.271 -0.457
H 3.951 0.996 -0.054
H -1.151 -10.738 -3.669
H -5.619 -4.388 -3.106
H -7.833 -1.657 -0.765
H 0.330 -2.748 2.944
H -9.554 -0.054 -5.370
H -10.247 -1.167 -4.176
H 3.403 -1.669 6.394
H -1.455 -3.986 2.083
H 4.165 -5.755 5.491
H -9.215 -3.155 -2.301
H 3.781 7.146 -1.718
H -0.118 8.333 -0.360
H 5.356 0.699 0.961
H -2.897 6.648 -2.003
H 6.580 6.923 -2.427
H -1.453 8.110 0.498
H -0.716 -7.849 -3.250
H 6.109 9.916 -1.285
H -8.656 -1.503 -4.922
H 3.930 0.080 2.554
H 0.833 -8.146 -1.478
H -2.376 -2.739 -0.912
H -1.911 5.282 3.105
H -3.889 -3.508 -4.300
H 1.846 -0.909 3.120
H 3.401 -5.296 7.013
H -2.618 5.102 -1.202
H -0.687 -3.407 0.608
H 0.264 -1.244 0.576
H 4.854 11.155 -1.291
H -7.572 -3.686 -1.939
H -6.454 -0.955 -3.228
H 5.653 5.000 0.745
H 7.821 7.129 -3.666
H -5.459 -3.563 -0.998
H -2.353 -1.388 1.034
H 5.945 2.805 -2.145
H 0.620 -4.298 5.913
H 1.414 1.395 2.298
H 4.445 9.126 -2.782
H -0.543 6.490 -1.735
H 0.521 -8.729 0.120
H 4.721 2.315 0.862
H -2.677 -4.035 -3.180
H -3.777 -7.762 -1.325
H -2.842 6.014 1.800
H 3.003 -2.915 7.569
H 5.773 6.074 -0.635
H 2.290 11.335 0.074
H -9.841 -0.765 -2.032
H 0.965 -3.802 7.598
H -1.062 -1.742 3.146
H 0.350 -9.846 -3.619
H 2.446 -5.414 5.529
H 8.802 4.972 -1.203
H -3.269 -2.505 1.979
H 1.037 -11.010 -0.483
*
```

Here are the Löwdin charges for atoms 1 to 2, given in e: 0.905, 0.017